The following is a DFT calculation (ωB97M-V/def2-TZVPD) of C46H40N4O6PS2V as an isolated structure.

Expectation value of S²: 2.01
ΔE to the lowest compared entry with this formula, charge and spin: 12.6 kcal per mole
LUMO (alpha / beta): -0.105 / -0.176 eV
Kohn-Sham gap (alpha / beta): 7.732 / 7.739 eV
Multiplicity: 3
DFT total energy: -4529.308261 a.u.
F_max: 0.880 eV Å⁻¹

Geometry as XYZ:
```
100
Properties=species:S:1:pos:R:3:forces:R:3
V 0.173183 -0.128718 0.181092 -0.843 0.182 -0.173
C -6.339017 -6.165640 0.944810 -0.034 0.021 0.011
C -5.043882 -5.422141 0.752878 0.027 0.025 -0.012
C -4.958383 -4.050120 0.975442 -0.049 -0.105 0.015
C -3.762776 -3.370419 0.794557 0.041 0.132 0.011
C -2.636485 -4.065240 0.382901 0.042 0.095 -0.108
C -2.701580 -5.429366 0.141930 0.016 -0.106 -0.042
C -3.898402 -6.099290 0.332902 -0.015 -0.001 0.015
S -1.060777 -3.252902 0.198417 -0.360 0.140 0.150
O -0.389662 -3.905528 -0.902306 0.100 -0.044 -0.050
O -0.390805 -3.357777 1.482851 0.073 -0.083 -0.060
N -1.420611 -1.712486 -0.021590 0.791 0.273 0.219
C -2.286763 -1.339928 -1.062269 -0.544 0.063 -0.529
C -2.422687 -2.026995 -2.280395 0.022 0.138 0.087
C -3.302458 -1.525479 -3.225674 0.148 -0.204 0.016
C -4.003572 -0.360352 -2.969481 -0.067 0.131 0.023
C -3.799367 0.251462 -1.743338 0.026 0.002 0.050
N -2.991740 -0.233005 -0.806538 0.141 -0.228 0.099
H -7.145046 -5.489547 1.235420 0.060 -0.045 -0.021
H -6.240284 -6.927949 1.721499 0.000 0.035 -0.033
H -6.638319 -6.673902 0.025081 0.019 0.028 0.042
H -5.843554 -3.502711 1.281448 0.032 -0.022 -0.013
H -3.708029 -2.295259 0.935674 -0.019 -0.090 0.004
H -1.817845 -5.952814 -0.204787 -0.062 0.032 0.025
H -3.947727 -7.167352 0.144552 -0.007 0.061 0.011
H -1.826622 -2.903522 -2.491119 0.001 -0.011 0.049
H -3.420137 -2.040521 -4.172792 0.015 0.007 0.036
H -4.684840 0.064645 -3.695570 0.030 -0.004 0.037
H -4.300665 1.179678 -1.486360 -0.003 -0.029 -0.017
C 3.042906 -3.194282 -0.599674 -0.001 -0.081 -0.012
C 2.022377 -2.156091 -0.949087 -0.073 -0.145 0.078
O 1.537946 -1.534814 0.024326 0.429 -0.094 -0.044
C 1.637915 -1.928236 -2.310320 -0.149 0.260 -0.067
C 2.175037 -2.735646 -3.334504 0.069 -0.074 0.029
C 1.866584 -2.529382 -4.649333 0.018 -0.050 -0.105
C 0.989360 -1.483176 -4.987075 -0.024 0.021 0.021
C 0.441164 -0.681967 -4.023041 -0.040 0.074 0.091
C 0.738559 -0.875731 -2.648917 0.000 0.027 0.076
O 0.178823 -0.085790 -1.781508 0.081 -0.010 0.151
H 3.274468 -3.103208 0.456323 0.036 -0.022 0.050
H 3.945104 -3.097491 -1.202783 0.015 0.018 0.012
H 2.614122 -4.181663 -0.784587 -0.017 0.007 0.013
H 2.842673 -3.545167 -3.064949 -0.047 0.043 -0.051
H 2.282035 -3.164300 -5.421480 -0.010 0.021 0.044
H 0.737329 -1.313112 -6.028300 0.006 0.003 0.042
H -0.246343 0.119209 -4.267203 0.027 -0.031 0.000
O -2.333307 2.998822 -0.141741 0.114 -0.194 0.067
C -1.198728 2.625065 0.098327 -0.188 0.254 -0.213
O -0.895098 1.435307 0.502659 0.194 -0.409 0.108
C -0.074105 3.640377 -0.012767 0.122 -0.046 0.013
C -0.472636 4.976871 -0.059567 -0.031 0.030 -0.026
C 0.451369 6.001322 -0.128272 0.001 0.015 -0.005
C 1.809451 5.705607 -0.161291 0.043 0.005 -0.001
C 2.218964 4.385922 -0.124004 -0.044 0.050 -0.010
C 1.290356 3.341979 -0.049852 0.010 0.092 0.023
P 1.984579 1.658128 0.015542 -0.129 -0.145 0.042
C 3.214141 1.857955 1.342751 0.086 0.054 0.076
C 2.704037 2.255400 2.581399 0.157 -0.041 0.001
C 3.552563 2.442414 3.660140 -0.046 -0.008 0.017
C 4.918997 2.232157 3.518042 0.013 0.014 0.016
C 5.430997 1.849734 2.288126 0.033 -0.010 -0.016
C 4.584404 1.665765 1.200228 0.021 0.064 0.099
C 2.910778 1.486810 -1.535405 0.029 0.027 -0.088
C 2.598544 2.258721 -2.654049 0.045 -0.097 0.003
C 3.205881 2.000639 -3.874939 0.000 -0.001 0.012
C 4.136643 0.977516 -3.992522 0.000 0.033 -0.037
C 4.454719 0.207388 -2.884476 0.019 -0.091 0.020
C 3.836170 0.450772 -1.666906 -0.006 -0.017 -0.089
H -1.535404 5.178076 -0.040838 0.035 0.003 -0.001
H 0.116206 7.031711 -0.155936 0.016 -0.044 0.003
H 2.546378 6.499544 -0.212497 -0.051 -0.051 0.001
H 3.277779 4.154164 -0.146248 -0.008 0.002 -0.001
H 1.641981 2.422355 2.698060 -0.024 0.005 -0.010
H 3.144130 2.750224 4.617535 0.038 -0.024 -0.082
H 5.582893 2.374239 4.363303 -0.039 -0.010 -0.050
H 6.497520 1.699203 2.165152 -0.054 0.008 0.012
H 5.008755 1.396588 0.243445 0.004 0.034 0.042
H 1.865946 3.050520 -2.579322 -0.023 0.024 0.012
H 2.943712 2.599451 -4.738937 0.013 -0.020 0.031
H 4.607603 0.776405 -4.947748 -0.030 0.007 0.050
H 5.169731 -0.604105 -2.971634 -0.045 0.067 0.006
H 4.073009 -0.177548 -0.816289 -0.043 -0.042 -0.020
N -1.720375 -1.599032 3.164512 -0.138 0.327 0.051
C -1.135810 -0.406330 3.108554 -0.053 -0.162 0.135
S 0.534002 -0.314125 2.758020 0.085 -0.070 -0.347
N -1.896663 0.669233 3.369636 0.015 0.031 0.083
C -1.470721 2.004434 3.585168 0.086 0.162 -0.078
C -2.230701 3.029129 3.034398 0.057 -0.057 -0.059
C -1.862742 4.349857 3.238432 0.008 0.037 -0.003
C -0.735229 4.654702 3.988777 -0.039 0.043 -0.022
C 0.009508 3.627341 4.549962 0.000 -0.037 0.040
C -0.355459 2.301933 4.360961 -0.025 -0.055 0.114
H -1.223169 -2.375939 2.731016 0.105 -0.122 -0.103
H -2.718053 -1.680414 3.287424 0.013 0.025 0.024
H -2.891455 0.553879 3.265351 -0.109 -0.032 0.011
H -3.067321 2.789661 2.389344 -0.015 -0.004 0.020
H -2.450268 5.139026 2.783988 0.033 -0.036 0.031
H -0.438287 5.686021 4.137066 -0.020 -0.043 -0.013
H 0.884017 3.856743 5.148467 -0.044 -0.008 -0.024
H 0.228557 1.502411 4.802337 -0.090 0.107 -0.036
```
Positions in Å, forces in eV/Å.

---

The following is a DFT calculation (ωB97M-V/def2-TZVPD) of a 3-piece molecular cluster, C46H42BrF5NO8P2 overall in a non-equilibrium geometry.

LUMO: 0.035 eV
Kohn-Sham gap: 3.655 eV
DFT total energy: -6190.327914 a.u.
F_max: 8.233 eV Å⁻¹
Charge: -1

Geometry as XYZ:
```
105
Properties=species:S:1:pos:R:3:forces:R:3
C 4.156459 3.892467 2.201423 1.806 -0.942 0.667
P 2.249086 4.129201 2.062832 2.329 2.651 2.306
P 2.627432 3.987883 -0.079560 -2.047 -1.544 -2.885
O 1.290360 4.878644 -0.837862 0.286 -0.935 0.843
Br 4.479604 5.187582 -0.707319 -0.771 0.561 0.271
O 0.481346 4.209202 1.984396 -0.675 -3.164 0.476
C -0.099488 3.059508 2.755903 0.023 0.658 0.505
C -0.144120 3.686793 4.268091 -0.622 0.293 0.674
C -1.629682 3.563675 5.007796 2.531 -0.924 5.904
O -1.602832 3.417583 6.356232 -0.982 0.906 -8.124
C 0.873129 1.750924 2.442353 1.563 1.994 -1.212
C 0.591626 1.312627 0.886925 -0.465 -0.526 -1.084
C 1.846258 0.587015 0.124918 0.278 -0.623 -1.061
C 1.495676 -0.951001 -0.425529 1.653 0.370 -0.263
C 2.752334 -1.938591 0.048777 -0.112 -0.018 0.193
C 2.373340 -3.533859 0.040521 1.695 -0.184 -0.314
N 2.611448 -4.086390 1.450997 -0.729 -0.444 -0.924
C 0.826934 0.456202 3.444867 0.454 -1.227 0.829
F 0.978860 0.771640 4.888166 -0.296 -0.612 -3.854
F 1.984184 -0.456803 3.111496 -3.124 2.489 0.954
C -0.520827 -0.480551 3.307485 -3.395 -3.485 -0.894
C -0.392677 -1.946096 2.511020 -4.046 0.675 1.088
C -1.732176 -2.925634 2.300891 -0.501 3.631 1.973
C -3.230067 -2.480781 2.895235 3.134 2.687 0.539
C -3.370663 -1.050472 3.690477 3.742 -1.015 -1.011
C -4.801343 -0.456195 4.315656 0.435 0.653 -0.625
F -5.607369 -0.037285 3.108328 1.747 -1.443 4.142
F -5.520972 -1.437937 5.160781 1.922 3.344 -2.974
F -4.620342 0.775794 5.121778 -0.719 -4.105 -2.546
C -2.015248 -0.119003 3.878629 0.463 -2.161 -1.368
O 2.229928 2.393223 2.413941 -2.963 -1.508 0.245
H 4.758485 4.896185 2.206283 -1.109 -1.930 -0.289
H 4.538696 3.117131 1.378909 -0.393 1.751 1.696
H 4.358082 3.370902 3.240008 -0.467 0.933 -2.022
H 2.367361 4.571603 3.455735 -1.029 -0.908 0.048
H 2.313610 5.575232 1.808439 -0.206 -0.133 -0.120
H 0.415208 4.442484 -0.614012 1.736 0.688 0.052
H -1.174887 2.716385 2.411077 1.911 1.195 0.366
H 0.743310 3.314998 4.974762 -2.368 0.574 -1.484
H 0.039485 4.862526 4.166992 -0.518 -2.588 -0.017
H -2.632566 3.608812 4.381176 1.832 -0.048 1.298
H -0.346028 0.593901 0.746429 1.812 1.520 0.633
H 0.322617 2.278157 0.238030 0.616 -1.901 1.856
H 2.823065 0.472330 0.757804 -2.101 0.603 -0.920
H 2.146868 1.221073 -0.837002 -0.688 -1.213 2.308
H 1.556009 -0.929305 -1.609156 -0.518 -0.125 2.412
H 0.446624 -1.335055 -0.078076 2.019 0.627 -0.601
H 3.715813 -1.764315 -0.634342 -2.268 -0.242 1.286
H 3.125928 -1.690032 1.153914 -1.111 -0.495 -2.379
H 3.197245 -4.067814 -0.638245 -2.033 1.042 1.179
H 1.306314 -3.789016 -0.375986 1.993 0.651 0.800
H 3.327699 -4.845760 1.449977 -1.288 0.833 0.028
H 1.719359 -4.389573 1.899527 1.312 0.042 -0.575
H 0.595597 -2.347860 2.029844 -1.941 1.172 1.229
H -1.632529 -3.952154 1.699516 -0.240 2.602 1.551
H -4.176835 -3.149088 2.724490 2.128 1.433 0.381
H -2.147663 0.880240 4.471806 0.306 -2.137 -1.219
C -7.539342 4.668744 -3.755683 -0.225 -0.050 0.305
C -6.419671 3.897218 -3.445699 -0.103 -0.156 0.332
C -6.372922 3.184673 -2.246382 0.020 0.149 -0.295
C -7.444611 3.253386 -1.347920 0.250 0.221 -0.571
C -8.553365 4.044261 -1.646770 0.256 0.152 -0.549
C -8.606037 4.744621 -2.858971 0.255 -0.014 -0.203
C -9.667684 4.163513 -0.684405 -1.094 0.788 -0.300
O -10.643612 4.855221 -0.947712 0.501 -0.364 0.131
C -9.584909 3.444634 0.602623 -0.250 -0.123 0.590
C -10.607493 3.594825 1.548460 -0.005 -0.168 0.309
C -10.543563 2.908036 2.762771 0.084 0.138 -0.390
C -9.466139 2.064362 3.031558 0.193 0.042 -0.316
C -8.443292 1.917220 2.093487 -0.186 0.012 0.206
C -8.498372 2.616640 0.880593 -0.294 -0.154 0.597
C -7.394122 2.482137 -0.089920 1.286 -0.975 0.339
O -6.444565 1.744456 0.147486 -0.686 0.510 -0.185
H -7.579793 5.216762 -4.694492 -0.007 -0.092 0.183
H -5.582865 3.848226 -4.138907 -0.146 -0.005 0.149
H -5.497793 2.580289 -2.013430 -0.302 0.096 0.100
H -9.474351 5.353258 -3.105203 0.147 -0.184 0.231
H -11.453759 4.249111 1.345113 0.284 -0.137 -0.123
H -11.336075 3.030177 3.497944 0.137 -0.008 -0.153
H -9.419662 1.523633 3.974356 0.027 0.095 -0.186
H -7.602856 1.260598 2.312344 -0.117 0.219 -0.196
C 10.522545 -4.347940 -2.837447 -0.365 0.007 -0.052
C 10.953921 -5.086396 -3.939084 -0.341 -0.061 -0.196
C 10.030960 -5.527919 -4.888541 0.257 0.094 0.216
C 8.669862 -5.240432 -4.729683 0.575 0.036 0.242
C 8.235719 -4.523267 -3.615536 0.634 0.047 0.189
C 9.165704 -4.065815 -2.672894 0.296 -0.073 -0.025
C 6.797044 -4.256987 -3.412098 -0.488 0.828 1.251
O 6.415194 -3.624012 -2.435493 0.248 -0.448 -0.633
C 5.825227 -4.771756 -4.397320 -0.654 -0.109 -0.212
C 4.453947 -4.576560 -4.186761 -0.235 -0.111 -0.206
C 3.528742 -5.048517 -5.120340 0.343 0.092 0.191
C 3.969264 -5.706596 -6.268272 0.389 -0.001 0.051
C 5.334411 -5.907364 -6.477814 -0.320 0.037 0.055
C 6.263535 -5.447379 -5.535224 -0.598 -0.067 -0.209
C 7.703014 -5.696119 -5.748258 0.455 -0.700 -1.204
O 8.090738 -6.278484 -6.754594 -0.222 0.327 0.584
H 11.242895 -3.995924 -2.102257 -0.158 -0.053 -0.128
H 12.009931 -5.317139 -4.060659 -0.199 0.043 0.001
H 10.375636 -6.099459 -5.748737 -0.261 0.151 0.147
H 8.835679 -3.493608 -1.807618 -0.098 -0.161 -0.268
H 4.101841 -4.060956 -3.294696 0.257 -0.075 -0.175
H 2.464171 -4.900475 -4.952279 0.214 -0.003 -0.008
H 3.249176 -6.067961 -6.999234 0.151 0.064 0.126
H 5.670631 -6.426291 -7.373947 0.093 0.144 0.290
```
Positions in Å, forces in eV/Å.